The molecule C28H39N3O4. Source: OMol25; level of theory: wB97M-V/def2-TZVPD.

The value obtained for the HOMO-LUMO gap is 7.96 eV. The structure (SMILES) is CCOc1cc(/C=C/C(=O)Nc2ccc(C(=O)NCCN(CC)CC)cc2)ccc1OCC(C)C. The calculation puts the energy relative to the best compared isomer or geometry (same formula, charge and spin) at 1.253 eV.

```
74
C28H39N3O4 (wB97M-V/def2-TZVPD)
C -0.89 -1.81 -8.90
C -0.95 -1.54 -7.41
O -2.24 -1.03 -7.12
C -2.54 -0.64 -5.85
C -1.66 -0.78 -4.79
C -1.98 -0.41 -3.48
C -1.00 -0.61 -2.44
C -1.16 -0.44 -1.12
C -0.04 -0.70 -0.20
O 1.07 -1.01 -0.57
N -0.39 -0.54 1.12
C 0.38 -0.70 2.27
C 1.73 -1.05 2.23
C 2.45 -1.19 3.40
C 1.83 -1.00 4.63
C 2.55 -1.16 5.93
O 1.99 -1.56 6.94
N 3.87 -0.85 5.90
C 4.67 -0.82 7.09
C 5.12 0.61 7.43
N 4.02 1.56 7.44
C 3.00 1.29 8.44
C 3.43 1.42 9.91
C 4.50 2.93 7.42
C 3.39 3.94 7.14
C 0.48 -0.68 4.67
C -0.24 -0.52 3.50
C -3.25 0.14 -3.25
C -4.12 0.31 -4.30
C -3.80 -0.06 -5.60
O -4.80 0.15 -6.49
C -4.58 0.22 -7.89
C -3.75 1.44 -8.30
C -4.43 2.73 -7.84
C -3.56 1.43 -9.82
H -1.66 -2.52 -9.19
H 0.08 -2.23 -9.16
H -1.04 -0.89 -9.46
H -0.78 -2.47 -6.85
H -0.18 -0.80 -7.13
H -0.68 -1.22 -4.96
H -0.03 -0.96 -2.76
H -2.10 -0.11 -0.69
H -1.35 -0.28 1.31
H 2.21 -1.21 1.27
H 3.48 -1.48 3.34
H 4.23 -0.36 5.10
H 4.07 -1.25 7.89
H 5.57 -1.43 6.95
H 5.68 0.59 8.39
H 5.82 0.94 6.66
H 2.62 0.28 8.27
H 2.17 1.98 8.25
H 3.77 2.43 10.13
H 2.58 1.20 10.55
H 4.22 0.72 10.15
H 5.23 2.99 6.61
H 5.03 3.20 8.35
H 2.75 4.08 8.01
H 3.83 4.90 6.89
H 2.78 3.60 6.31
H 0.00 -0.56 5.63
H -1.29 -0.27 3.55
H -3.54 0.44 -2.26
H -5.10 0.73 -4.13
H -4.12 -0.70 -8.26
H -5.59 0.30 -8.31
H -2.77 1.37 -7.82
H -5.39 2.85 -8.34
H -3.80 3.59 -8.08
H -4.59 2.71 -6.77
H -3.07 0.52 -10.14
H -4.52 1.51 -10.32
H -2.94 2.28 -10.12
```